No. 1
Formula: C6H14O
Source: OMol25
Level of theory: ωB97M-V/def2-TZVPD

CARTESIAN COORDINATES (ANGSTROEM)
1 C -0.4616 0.4773 3.0659
2 C -0.9055 -0.0397 1.7034
3 C -1.2170 1.0767 0.6357
4 C -0.0780 1.6986 -0.1379
5 C 0.4842 -0.1695 -1.8654
6 C 0.7556 0.6251 -0.8312
7 H -0.6220 -0.3042 3.8051
8 H 0.5980 0.7405 3.1020
9 H -1.0383 1.3080 3.4801
10 H -1.8391 -0.5563 1.8496
11 H -0.0880 -0.6412 1.2991
12 H -1.8782 0.5344 -0.0378
13 H -1.8838 1.7616 1.1797
14 H -0.4183 2.5068 -0.7861
15 H 0.6412 2.1477 0.5657
16 H -0.3192 -0.0213 -2.5789
17 H 0.8499 -1.1797 -1.6947
18 H 1.6891 0.3680 -0.3279
19 H 1.6832 -3.1825 -4.8324
20 H 1.7494 -3.7750 -3.4575
21 O 2.2984 -3.3753 -4.1366

Force components x, y, z for each atom (eV/Å):
0.1 -0.1 0.5
0.8 1.8 -0.5
-1.2 -1.5 1.1
1.6 0.3 0.1
-0.8 -0.3 0.9
-0.1 0.1 0.1
0.3 -0.3 0.1
-0.1 0.1 -0.1
-0.1 0.2 -0.5
-0.1 -0.7 -0.2
-0.5 -0.6 0.1
0.0 0.3 -0.6
0.4 0.5 -0.4
-0.1 -0.2 -0.2
-0.4 0.3 -0.1
-0.2 0.0 0.2
0.8 0.1 -1.2
-0.4 -0.2 0.5
-0.4 0.2 -0.6
0.1 -0.1 0.1
0.3 -0.2 0.5

2S+1: 1
SMILES string: C=CCCCC.O
Frontier orbital gap: 10.21 eV
LUMO energy: 0.8817 eV

No. 2
Formula: C6H14O2
Source: OMol25
Level of theory: ωB97M-V/def2-TZVPD

CARTESIAN COORDINATES (ANGSTROEM)
1 C 0.7484 -0.7459 1.9503
2 C 0.3618 0.4488 1.1484
3 C -0.6046 1.2700 1.5175
4 C 1.8563 2.1389 0.1508
5 C 1.1952 0.9922 0.1132
6 C 1.5084 -0.0103 -1.0391
7 H 1.4428 -1.2511 1.3807
8 H -0.1282 -1.3649 2.3158
9 H 1.5284 -0.4009 2.6821
10 H -0.8332 2.0206 0.8790
11 H -1.3518 1.0128 2.1416
12 H 2.4792 2.4535 -0.6820
13 H 1.8674 2.9760 0.8467
14 H 2.0935 -0.7743 -0.5367
15 H 2.0650 0.4475 -1.8321
16 H 0.5598 -0.4056 -1.4271
17 H -2.4954 -0.8693 0.0692
18 H -2.3582 -2.6375 0.2186
19 O -2.6417 -1.7919 -0.3904
20 H -2.9997 -1.5220 -2.7870
21 H -2.0052 -0.5609 -3.2320
22 O -2.2882 -1.4257 -3.4874

Force components x, y, z for each atom (eV/Å):
-0.2 0.8 1.0
-0.5 1.2 1.8
0.8 -1.6 -0.9
0.4 1.4 -0.6
2.2 -1.2 -2.0
-1.0 0.8 1.4
0.8 -2.2 -1.6
1.4 0.8 -0.2
-1.4 -0.1 0.4
-0.5 2.7 -1.6
-2.1 -0.8 2.7
0.0 -0.5 -0.3
-0.6 -0.7 0.7
0.1 -0.5 -0.5
0.3 0.2 -0.3
0.4 -0.2 0.1
-0.1 -3.2 -0.7
-0.9 3.9 -1.9
1.0 -0.5 2.7
1.1 -0.5 -1.1
0.8 1.0 -0.1
-1.8 -0.6 1.3

2S+1: 1
SMILES string: C=C(C)C(=C)C.O.O
Frontier orbital gap: 9.66 eV
LUMO energy: 0.4012 eV